Formula: C31H32BrN6NiO4P
Source: the Open Molecules 2025 dataset
Level of theory: wB97M-V/def2-TZVPD

XYZ file:
```
76
Properties=species:S:1:pos:R:3:mulliken_charge:R:1
Ni -0.23803 -0.08248 -0.76956 1.67
N -2.67890 1.93544 -0.13039 0.02
P -1.89247 0.72759 0.79665 1.36
C -1.16577 1.69722 2.16978 -0.01
C -0.53111 0.97583 3.18362 -0.58
C 0.09853 1.63166 4.22653 -0.65
C 0.09832 3.02235 4.27318 -0.63
C -0.53580 3.74424 3.27542 -0.63
C -1.16374 3.08392 2.22452 -0.34
C -3.21032 -0.10926 1.71242 0.37
C -4.12597 0.59806 2.48625 -0.50
C -5.10195 -0.08155 3.19743 -0.80
C -5.14555 -1.46946 3.15900 -0.52
C -4.22015 -2.17639 2.40548 -0.71
C -3.25668 -1.49845 1.67260 -0.04
C -2.29265 2.09689 -1.45007 0.28
C -3.11706 2.81142 -2.32979 -0.96
C -2.70561 2.99700 -3.62612 -0.37
C -1.47706 2.47791 -4.03638 -1.11
C -0.73244 1.78570 -3.11220 -0.50
N -1.11830 1.59404 -1.84280 0.54
H -3.67872 1.99273 -0.00438 0.34
H -0.53176 -0.10989 3.15447 0.43
H 0.58875 1.06024 5.00471 0.46
H 0.58930 3.53789 5.08883 0.40
H -0.53992 4.82657 3.30780 0.42
H -1.64382 3.65018 1.43656 0.46
H -4.06699 1.67946 2.54984 0.37
H -5.81919 0.46892 3.79256 0.41
H -5.90138 -2.00018 3.72371 0.37
H -4.25148 -3.25791 2.38148 0.42
H -2.53514 -2.03797 1.07047 0.26
H -4.06322 3.19738 -1.97526 0.49
H -3.33443 3.53896 -4.32072 0.41
H -1.11688 2.59708 -5.04751 0.48
H 0.21207 1.33449 -3.38263 0.36
Br 1.15844 3.40436 -0.28268 -0.05
C 1.85690 1.96495 0.73468 -0.35
C 2.88825 2.24988 1.61573 -0.82
C 3.41522 1.20222 2.34916 -0.89
C 2.90059 -0.06992 2.16782 -0.58
C 1.86623 -0.25161 1.26732 0.17
N 1.34447 0.76103 0.55589 1.27
C 1.27309 -1.65147 1.06921 0.09
O 1.86891 -2.58368 1.59971 -0.82
O 0.20151 -1.69387 0.39324 -0.43
H 3.25164 3.26168 1.71261 0.53
H 4.21937 1.38168 3.05107 0.45
H 3.26620 -0.93846 2.69579 0.58
C 2.63398 -4.25768 -1.32131 -0.40
C 1.15352 -4.08300 -1.61057 -0.69
N 0.89690 -2.75599 -2.15655 -0.13
C 1.80470 -1.75679 -2.17345 0.08
N 1.39961 -0.50846 -2.06984 -0.15
C 2.40897 0.48392 -2.40598 -1.46
C 3.74460 0.17096 -1.74825 0.14
C 4.21688 -1.18920 -2.22760 -1.00
N 3.10500 -2.12032 -2.35262 0.12
C 3.40980 -3.54315 -2.41676 -0.98
H 2.88850 -5.31695 -1.27756 0.47
H 2.88080 -3.80635 -0.35750 0.07
H 0.56853 -4.21160 -0.69752 0.17
H 0.82538 -4.82866 -2.34049 0.53
H -0.06021 -2.41056 -2.09419 0.37
H 2.05537 1.46594 -2.09214 0.28
H 2.55033 0.53417 -3.49627 0.62
H 3.61691 0.15988 -0.66408 -0.17
H 4.49451 0.92640 -1.98941 0.45
H 4.94635 -1.60789 -1.52806 0.55
H 4.71480 -1.09654 -3.19913 0.31
H 4.48553 -3.65694 -2.28714 0.48
H 3.14772 -3.94600 -3.40148 0.30
O -3.51180 -0.89894 -1.07600 -0.51
C -2.72178 -1.46780 -1.82435 -0.39
O -1.47457 -1.23542 -1.95506 -0.63
H -3.08563 -2.31941 -2.43175 0.39
```

Properties
Net charge = 0
<S²> = 2.006
Frontier orbital gap (spin up / spin down) = 8.200 / 8.454 eV
HOMO (spin up / spin down) = -7.91 / -8.14 eV
2S+1 = 3
E = -170176.37569 eV